(1)
The following is a DFT calculation (the ωB97M-V functional and the def2-TZVPD basis) of C2H7N3S in the gas phase in a non-equilibrium geometry.

Last column: Mulliken charge in e.
CARTESIAN COORDINATES (ANGSTROEM)
S1 -3.099 -0.709 0.098  -0.154
N1 -0.111 -0.216 -0.011  -0.205
N2 -2.234 0.678 0.102  -0.293
N3 1.137 0.200 -0.282  -0.274
C1 2.190 -0.762 0.219  -0.649
C2 -0.870 0.707 0.209  -0.074
H1 -2.642 1.575 -0.325  0.280
H2 -0.491 1.705 0.262  0.275
H3 1.613 -1.825 -0.141  0.267
H4 3.173 -0.529 -0.592  0.233
H5 2.469 -0.779 1.363  0.239
H6 -2.588 -1.198 -1.026  0.120
H7 1.451 1.153 0.124  0.236

As for the energy relative to the best compared isomer or geometry (same formula, charge and spin): 3.499 eV. Its LUMO energy is 0.8 eV. Its SMILES is CN/N=C/NS.

***

(2)
The following is a DFT calculation (the ωB97M-V functional and the def2-TZVPD basis) of a molecular structure, C47H55As2BN4O3PS3Y in a non-equilibrium geometry.

Last column: Mulliken charge in e.
CARTESIAN COORDINATES (ANGSTROEM)
Y1 -0.486 -0.112 0.168  -1.439
As1 -2.261 0.391 -2.452  1.360
As2 -0.433 -2.238 -2.859  1.716
S1 -2.103 2.603 1.305  0.014
S2 -0.726 -3.512 -0.015  -0.470
S3 -3.443 -2.253 0.414  -0.806
P1 2.510 -0.487 -0.958  1.640
O1 -2.984 -0.173 2.295  -1.041
O2 -1.514 -1.990 2.481  -0.214
O3 -0.672 2.233 -1.158  0.130
N1 1.693 0.830 1.515  1.412
N2 -1.082 3.461 -0.982  0.348
N3 -1.891 -6.686 -1.683  -0.788
N4 -5.603 -4.956 -0.808  -0.775
C1 -1.803 3.785 0.152  0.092
C2 -3.441 -0.831 5.873  -0.602
C3 -2.394 -5.763 -1.201  -0.092
C4 0.908 2.943 2.427  0.741
C5 4.350 -2.579 -1.968  -1.736
C6 -5.080 -2.493 -3.786  -0.979
C7 -1.411 3.673 5.328  -1.744
C8 -0.452 2.947 4.428  0.807
C9 -0.822 4.365 -1.933  -0.314
C10 -2.976 -0.648 3.553  0.749
C11 4.388 0.985 -2.659  -1.674
C12 5.031 -0.018 0.298  0.185
C13 0.110 -4.079 -3.364  -1.257
C14 3.880 1.232 2.467  -0.626
C15 -1.897 -2.391 4.860  -1.099
C16 1.957 1.471 -2.794  -1.604
C17 2.995 0.372 -2.580  0.803
C18 -3.131 -1.251 -3.078  0.215
C19 -0.091 -1.517 -4.705  -1.440
C20 3.012 0.741 1.447  -0.348
C21 -1.298 5.653 -1.871  -0.967
C22 -2.958 -3.585 -3.605  -0.794
C23 -2.069 6.022 -0.765  -0.402
C24 5.847 0.432 1.323  0.450
C25 1.088 1.555 2.546  -0.434
C26 0.933 -0.544 3.908  -1.760
C27 5.237 1.075 2.405  -1.021
C28 -2.103 -1.747 3.660  0.299
C29 -3.700 1.062 -1.316  -0.945
C30 3.023 -2.271 -1.281  2.183
C31 2.902 -3.005 0.049  -1.630
C32 -4.465 -4.777 -0.737  -0.060
C33 -0.201 1.593 4.585  -0.688
C34 -2.352 -2.403 -3.196  0.000
C35 -2.589 -1.915 5.973  -0.517
C36 -2.415 -3.558 -0.136  1.149
C37 0.575 0.894 3.675  1.188
C38 -2.293 5.104 0.227  -1.200
C39 -4.309 -3.635 -3.902  -0.797
C40 7.335 0.210 1.293  -1.793
C41 0.151 3.615 3.370  -0.695
C42 1.512 3.668 1.260  -1.571
C43 -2.790 1.540 -4.024  -1.401
C44 3.649 0.124 0.321  -0.320
C45 -4.485 -1.316 -3.375  -0.749
C46 -3.650 -0.179 4.659  -1.203
C47 -3.074 -4.666 -0.675  0.523
B1 -2.121 -1.060 1.492  3.267
H1 -4.663 1.035 -1.830  0.523
H2 0.946 1.054 -2.770  0.264
H3 2.217 -2.634 -1.942  -1.368
H4 -1.216 -3.227 4.922  0.534
H5 -3.959 -0.477 6.753  0.353
H6 5.503 -0.489 -0.553  -0.064
H7 -1.080 6.347 -2.668  0.416
H8 0.707 -1.163 3.035  0.091
H9 2.111 1.979 -3.749  0.567
H10 7.877 1.112 1.581  0.379
H11 5.857 1.456 3.211  0.320
H12 -6.140 -2.521 -4.007  0.368
H13 -0.395 -4.798 -2.721  0.225
H14 -5.097 -0.426 -3.281  0.178
H15 0.400 -0.937 4.772  0.419
H16 4.354 -3.629 -2.266  0.480
H17 -2.224 1.268 -4.916  0.286
H18 3.634 -2.619 0.759  0.256
H19 1.329 3.104 0.345  -0.124
H20 4.555 1.638 -1.805  0.283
H21 -2.368 3.769 4.813  0.247
H22 -0.236 3.989 -2.760  0.489
H23 0.969 -1.611 -4.952  0.449
H24 7.659 -0.083 0.295  0.364
H25 -0.117 -4.291 -4.411  0.368
H26 -2.447 -2.400 6.930  0.350
H27 -0.015 4.679 3.255  0.262
H28 -1.575 3.125 6.255  0.390
H29 3.433 1.727 3.320  0.517
H30 5.194 -2.423 -1.300  0.336
H31 2.869 -0.388 -3.363  0.352
H32 -0.364 -0.460 -4.732  0.176
H33 1.902 -2.863 0.461  0.167
H34 -1.050 4.675 5.562  0.411
H35 -3.855 1.448 -4.236  0.368
H36 -2.386 -4.499 -3.673  0.323
H37 -2.873 5.351 1.100  0.514
H38 -0.634 1.060 5.423  0.185
H39 1.086 4.666 1.163  0.408
H40 -3.498 2.093 -1.026  0.272
H41 2.594 3.751 1.382  0.494
H42 2.009 -0.621 4.081  0.471
H43 1.182 -4.212 -3.205  0.314
H44 -2.490 7.016 -0.700  0.355
H45 4.481 -1.973 -2.862  0.337
H46 -4.308 0.672 4.589  0.528
H47 2.037 2.206 -1.995  0.205
H48 7.625 -0.582 1.989  0.305
H49 4.476 1.582 -3.569  0.476
H50 -3.765 0.465 -0.406  -0.137
H51 5.173 0.235 -2.675  0.328
H52 3.059 -4.074 -0.084  0.486
H53 -2.561 2.577 -3.769  0.419
H54 -0.680 -2.052 -5.451  0.455
H55 -4.757 -4.569 -4.211  0.351

As for the energy relative to the best compared isomer or geometry (same formula, charge and spin): 3.032 eV. Its LUMO energy is 3.9 eV. The net charge is -2.

***

(3)
The following is a DFT calculation (the ωB97M-V functional and the def2-TZVPD basis) of a gas-phase ion, C3H7N4 (charge +1) in a non-equilibrium geometry.

Last column: Mulliken charge in e.
CARTESIAN COORDINATES (ANGSTROEM)
N1 -0.454 -1.857 -0.199  -0.154
N2 0.507 -1.493 0.408  0.301
N3 1.378 0.365 1.184  -0.342
N4 -1.610 -2.263 0.229  -0.278
C1 0.289 1.285 -0.892  -1.037
C2 1.571 -0.914 0.835  0.032
C3 0.681 1.287 0.636  0.142
H1 0.194 2.272 -1.202  0.349
H2 0.520 2.205 1.169  0.445
H3 -1.796 -2.636 1.191  0.295
H4 -2.281 -2.663 -0.424  0.293
H5 1.086 0.789 -1.533  0.325
H6 -0.691 0.808 -1.179  0.291
H7 2.448 -1.539 1.187  0.338

As for the energy relative to the best compared isomer or geometry (same formula, charge and spin): 4.437 eV. Its LUMO energy is -4.8 eV. Its SMILES is C/C=N\C=N/N=[NH2+]. The net charge is +1.

***

(4)
The following is a DFT calculation (the ωB97M-V functional and the def2-TZVPD basis) of a molecular structure, C49H59N4O5PTa in a non-equilibrium geometry.

Last column: Mulliken charge in e.
CARTESIAN COORDINATES (ANGSTROEM)
Ta1 0.504 0.021 0.395  1.138
P1 -1.536 1.697 -1.938  -0.028
O1 1.288 -1.921 1.542  0.014
O2 4.664 -0.345 -0.483  -0.619
O3 0.117 1.101 4.489  -0.588
O4 -1.818 -3.282 0.841  -0.620
O5 -0.716 -1.516 0.122  -0.523
N1 -0.142 0.833 2.217  0.944
N2 2.371 -0.144 -0.609  1.120
N3 2.252 0.345 1.914  0.296
N4 -0.531 1.045 -0.737  0.364
C1 -3.605 0.485 -0.464  -1.719
C2 -1.638 0.429 -3.264  2.705
C3 -2.662 -0.425 3.029  -0.856
C4 -1.981 1.052 -4.653  -1.896
C5 3.334 0.882 -3.982  -0.492
C6 -4.250 2.298 -2.315  -1.494
C7 0.361 -2.548 4.003  -0.202
C8 -0.882 -2.572 0.881  -1.223
C9 -1.076 3.020 2.674  0.908
C10 -2.462 1.054 3.026  1.008
C11 4.332 0.241 3.689  -0.746
C12 0.511 -4.773 -0.249  -0.082
C13 2.035 0.489 3.216  0.289
C14 0.613 0.839 3.445  0.108
C15 3.324 -0.312 -4.778  -1.206
C16 3.040 0.989 -2.655  0.845
C17 -0.488 -4.018 5.652  -0.546
C18 -3.182 3.069 -0.068  -1.190
C19 -0.941 -4.923 4.679  -0.925
C20 -0.654 -4.592 3.351  -0.182
C21 3.293 2.277 -1.923  -1.410
C22 2.895 -5.639 0.921  -0.797
C23 -2.034 3.820 3.221  -0.754
C24 -0.799 3.286 -2.467  1.810
C25 -1.296 1.644 2.552  0.144
C26 -3.244 3.227 3.705  -1.036
C27 3.017 0.463 4.156  -0.929
C28 1.038 -4.124 0.879  -0.070
C29 2.371 -6.260 -0.224  -0.714
C30 0.415 3.189 -3.429  -1.718
C31 1.993 -2.561 -2.043  -0.333
C32 3.525 0.120 1.513  0.507
C33 1.260 -5.816 -0.822  -1.105
C34 0.308 3.582 2.305  -1.380
C35 -2.572 -0.738 -2.985  -2.063
C36 0.137 -2.887 5.358  -1.145
C37 -0.297 -0.268 -3.452  -1.892
C38 3.589 -0.128 0.039  0.529
C39 0.000 -3.418 2.995  -0.333
C40 4.598 0.026 2.353  -1.242
C41 -3.407 1.885 3.551  -0.976
C42 0.376 -3.018 1.630  2.718
C43 2.228 -4.581 1.464  -0.126
C44 2.878 -1.385 -4.108  -0.909
C45 2.631 -0.189 -2.028  -0.634
C46 -0.222 4.024 -1.203  -1.010
C47 2.498 -1.345 -2.744  0.365
C48 -3.279 1.897 -1.152  1.825
C49 -1.826 4.112 -3.317  -1.920
H1 5.596 -0.165 1.982  0.603
H2 0.974 3.405 3.120  0.526
H3 -0.234 5.112 -1.490  0.518
H4 -2.400 -1.445 -3.815  0.712
H5 4.138 2.116 -1.311  0.653
H6 0.891 -2.404 -1.789  0.081
H7 -4.166 -0.183 -1.049  0.437
H8 -1.411 -5.872 4.857  0.477
H9 0.178 3.001 -4.499  0.424
H10 1.071 2.412 -3.039  0.023
H11 -4.098 3.801 4.041  0.387
H12 0.880 -6.339 -1.689  0.509
H13 3.579 1.796 -4.513  0.363
H14 0.782 3.710 -0.951  -0.157
H15 0.320 4.654 2.105  0.483
H16 -4.276 1.394 3.895  0.580
H17 -4.198 0.850 0.390  0.680
H18 -3.422 -0.735 3.795  0.563
H19 -0.699 -4.320 6.661  0.420
H20 -3.607 -0.473 -2.971  0.281
H21 -2.334 0.268 -5.297  0.554
H22 1.956 -2.128 0.923  0.235
H23 -4.064 1.585 -3.141  0.303
H24 -2.222 -1.216 -2.124  0.278
H25 5.125 0.206 4.362  0.573
H26 2.700 0.588 5.220  0.519
H27 3.560 3.145 -2.558  0.361
H28 2.208 -3.448 -2.641  0.742
H29 -3.133 4.093 -0.564  0.232
H30 -2.665 1.880 -4.654  0.326
H31 -5.196 2.136 -1.796  0.566
H32 -1.941 4.907 3.345  0.447
H33 2.418 -2.634 -1.037  -0.241
H34 -0.419 -1.031 -4.278  0.808
H35 0.794 -1.598 3.805  0.433
H36 3.743 -6.051 1.475  0.409
H37 -0.875 4.006 -0.331  0.162
H38 0.087 -0.823 -2.604  -0.429
H39 0.339 -2.179 6.172  0.421
H40 2.464 2.581 -1.237  0.068
H41 0.730 3.015 1.419  -0.211
H42 -0.959 -5.288 2.559  0.401
H43 -1.218 4.972 -3.513  0.678
H44 3.672 -0.287 -5.804  0.462
H45 0.488 0.378 -3.840  0.160
H46 -2.762 -0.076 -0.120  0.159
H47 -1.772 -1.007 3.279  -0.183
H48 2.487 -4.210 2.434  0.483
H49 -4.205 3.380 -2.658  0.311
H50 2.926 -7.093 -0.593  0.467
H51 -2.091 3.662 -4.237  0.203
H52 -4.185 3.060 0.367  0.744
H53 -1.074 1.575 -5.061  0.314
H54 -2.470 2.837 0.706  -0.175
H55 -0.424 -4.501 -0.724  0.566
H56 2.826 -2.344 -4.622  0.390
H57 -2.990 -0.881 2.094  0.029
H58 -2.704 4.344 -2.737  0.399
H59 1.028 4.149 -3.434  0.471

As for the energy relative to the best compared isomer or geometry (same formula, charge and spin): 0.147 eV. Its LUMO energy is -3.2 eV. The net charge is +1.

***

(5)
The following is a DFT calculation (the ωB97M-V functional and the def2-TZVPD basis) of a molecular structure, C9H25AlBClNO9P2 in a non-equilibrium geometry.

Last column: Mulliken charge in e.
CARTESIAN COORDINATES (ANGSTROEM)
Cl1 1.629 -1.959 1.813  -0.347
P1 -4.128 -0.189 1.623  0.858
P2 -0.009 -1.795 0.407  0.302
Al1 -0.916 0.325 0.837  -0.595
O1 -5.540 0.525 1.309  -0.743
O2 -4.446 -1.917 1.363  -0.491
O3 5.658 -3.295 -0.103  -0.359
O4 -3.763 0.190 3.283  -0.468
O5 -2.185 0.320 -3.350  -0.571
O6 -2.277 2.507 -2.884  -0.336
O7 -1.137 -3.072 0.767  -0.506
O8 -0.050 2.391 2.945  -0.596
O9 3.877 -2.053 -0.647  -0.533
N1 -0.559 -0.011 3.949  -0.740
C1 -2.650 1.426 -3.605  0.845
C2 7.101 -3.621 1.831  -0.934
C3 -3.711 1.586 -4.655  -1.064
C4 -3.985 4.230 -2.666  -0.935
C5 4.980 -2.126 -0.116  0.676
C6 -2.896 0.506 0.340  -0.016
C7 5.556 -0.946 0.614  -0.871
C8 -2.619 3.868 -3.213  -0.401
C9 7.024 -3.445 0.327  -0.411
B1 -0.453 0.956 2.759  0.950
H1 -1.862 4.500 -2.736  0.336
H2 -3.491 0.898 -5.478  0.309
H3 -3.750 2.581 -5.095  0.357
H4 -3.149 1.657 0.186  -0.046
H5 -4.685 1.335 -4.223  0.242
H6 -2.532 4.044 -4.290  0.347
H7 -4.055 -2.408 2.164  0.266
H8 -4.217 5.278 -2.871  0.368
H9 7.643 -2.618 -0.035  0.358
H10 -0.116 1.330 -0.140  -0.265
H11 -4.771 3.610 -3.103  0.261
H12 6.492 -4.474 2.146  0.294
H13 8.134 -3.788 2.147  0.341
H14 -3.768 -0.674 3.813  0.272
H15 5.132 -0.905 1.622  0.219
H16 -4.018 4.065 -1.584  0.261
H17 6.643 -0.952 0.673  0.329
H18 5.286 -0.036 0.069  0.306
H19 -3.082 -0.107 -0.667  0.131
H20 -0.789 2.933 2.529  0.266
H21 -0.754 -0.955 3.541  0.251
H22 -1.512 -2.907 1.696  0.268
H23 6.715 -2.746 2.359  0.275
H24 7.404 -4.349 -0.160  0.297
H25 -1.401 0.288 4.512  0.241

Its LUMO energy is 2.4 eV. The net charge is -1.

***

(6)
The following is a DFT calculation (the ωB97M-V functional and the def2-TZVPD basis) of 3 unconnected molecules or ions with the total composition C4H11NO2 in a non-equilibrium geometry.

Last column: Mulliken charge in e.
CARTESIAN COORDINATES (ANGSTROEM)
O1 0.642 -3.562 -1.564  -0.645
O2 1.050 -0.669 -1.642  -0.670
N1 -0.484 -1.502 0.900  -0.342
C1 -0.137 3.370 0.619  -0.887
C2 -0.124 0.898 0.936  -0.621
C3 -0.892 -0.190 1.014  -0.093
C4 -0.738 2.209 0.896  -0.011
H1 -0.740 -2.219 1.553  0.186
H2 0.957 -0.423 -2.565  0.313
H3 -1.802 2.207 1.089  0.230
H4 0.895 3.454 0.356  0.302
H5 0.645 -0.001 -1.073  0.319
H6 -0.796 4.234 0.600  0.238
H7 0.936 0.749 0.788  0.588
H8 0.817 -2.708 -1.991  0.318
H9 -1.965 -0.138 1.175  0.314
H10 1.518 -3.900 -1.335  0.319
H11 0.218 -1.810 0.244  0.143

As for the energy relative to the best compared isomer or geometry (same formula, charge and spin): 1.932 eV. Its LUMO energy is 0.7 eV. Its SMILES is C=C/C=C/N.O.O.

***

Calculated values (eV) of Kohn-Sham gap for the records, taken in order: 8.875 5.092 9.214 7.786 6.264 8.671.
Calculated values (eV) of E_tot for the records, taken in order: -17489.4128 -226929.3539 -9174.0798 -78807.5545 -68033.2851 -9910.3097.